Entry 1:
This record from the Open Molecules 2025 dataset describes an isolated molecule of C6H12O in a non-equilibrium geometry. The level of theory is ωB97M-V/def2-TZVPD.

The energy relative to the best compared isomer or geometry (same formula, charge and spin) comes out at 49.6 kcal/mol. The total charge is 0. Its SMILES is CC[C@H]1C[C@]1(C)O. For the HOMO energy, the calculation gives -7.92 eV.

Last column: Mulliken charge in e.
Positions of all 19 atoms, in Å:
C -0.82883 -1.13383 1.80611  -1.08
C -0.73746 0.32431 1.35883  -0.48
C -0.81804 0.42574 -0.17048  -0.16
C -0.20953 1.53367 -0.92000  -0.83
C 0.57995 0.26189 -1.27583  0.69
C 1.72802 -0.45623 -0.58732  -1.14
O 0.37290 -0.41600 -2.48505  -0.55
H -0.67331 -1.25036 2.88393  0.36
H -0.08039 -1.73365 1.28059  0.22
H -1.81545 -1.54567 1.56163  0.30
H 0.20008 0.77158 1.71418  0.27
H -1.53164 0.89130 1.89088  0.32
H -1.72318 -0.02775 -0.57809  0.36
H 0.27556 2.31673 -0.33749  0.25
H -0.80285 1.90997 -1.75226  0.30
H 2.71340 -0.48688 -1.08247  0.36
H 1.40437 -1.50542 -0.51272  0.23
H 1.85946 -0.04127 0.40833  0.25
H 0.08694 0.16186 -3.20274  0.33

Entry 2:
This record from the Open Molecules 2025 dataset describes a cluster of 2 separate species, C4H12NO2 in total in a non-equilibrium geometry. The level of theory is ωB97M-V/def2-TZVPD.

The energy relative to the best compared isomer or geometry (same formula, charge and spin) comes out at 38.2 kcal/mol. The total charge is -1. For the HOMO energy, the calculation gives -3.25 eV.

Last column: Mulliken charge in e.
Positions of all 19 atoms, in Å:
C -0.58067 1.13136 1.11471  -1.29
C 0.60541 0.34143 0.48004  0.35
C 1.29052 -0.48837 1.59552  -1.44
N 0.08707 -0.15822 -0.75672  -0.56
C -0.87953 -1.63913 -0.65537  -0.24
O -0.28411 -2.78567 -0.57536  -0.79
H -0.25756 1.59174 2.13381  0.31
H -0.71810 1.93603 0.39047  0.25
H -1.42687 0.50979 1.32443  0.39
H 1.46480 1.03267 0.29104  0.22
H 1.88739 0.21079 2.18391  0.44
H 0.67585 -1.02626 2.32078  0.29
H 1.91477 -1.18925 1.02190  0.34
H 0.84520 -0.71380 -1.20435  0.31
H -1.55835 -1.11354 0.01870  0.13
H -1.35039 -1.59653 -1.68017  0.23
H -1.24389 1.64733 -2.52311  0.28
H -0.03617 0.80876 -2.45412  0.50
O -0.43537 1.50086 -3.02612  -0.74

Entry 3:
This record from the Open Molecules 2025 dataset describes a structure of composition C11H23BaBrNO2P2 in a non-equilibrium geometry. The level of theory is ωB97M-V/def2-TZVPD.

The energy relative to the best compared isomer or geometry (same formula, charge and spin) comes out at 64.6 kcal/mol. The total charge is +1. For the HOMO energy, the calculation gives -10.94 eV.

Last column: Mulliken charge in e.
Positions of all 41 atoms, in Å:
Ba 0.30715 1.51513 1.46483  1.51
P 2.39418 -0.93227 1.52347  0.39
C 2.23172 -0.55802 -0.28697  -0.45
C 1.00551 -1.17241 -0.91567  0.01
N -0.19639 -0.70326 -0.48885  0.48
C -1.31516 -1.25398 -0.98887  0.15
C -1.27973 -2.25958 -1.96243  -0.71
C -0.06257 -2.71777 -2.42546  -0.45
C 1.10099 -2.18519 -1.90981  -0.76
C -2.66686 -0.77556 -0.49987  -0.98
P -2.58646 0.75653 0.50718  0.20
H 2.09479 -2.49578 -2.21146  0.44
H -2.22755 -2.64598 -2.33381  0.44
H -0.00425 -3.50747 -3.18722  0.40
H -3.33831 -0.61457 -1.36212  0.48
H -3.12483 -1.55818 0.13470  0.47
H 2.14365 0.78632 -0.43056  -0.35
H 3.14542 -0.91092 -0.77278  0.74
H 0.77318 3.29734 -0.32210  0.41
O 1.90724 2.07117 -0.47445  -0.96
H 2.40775 2.50260 -1.15348  0.12
H -0.17977 3.72365 1.42551  0.26
O -0.03096 3.71768 -0.16656  -0.44
H -0.19813 4.61517 -0.33363  0.31
C -2.64636 1.96623 -0.87187  -0.99
H -3.66850 1.97261 -1.27700  0.43
H -2.39641 2.97205 -0.50447  0.30
H -1.94013 1.68981 -1.66834  0.33
C -4.30254 0.84243 1.11173  -1.23
H -4.32989 1.58588 1.92168  0.36
H -4.99790 1.14671 0.31807  0.35
H -4.60488 -0.12974 1.52540  0.37
C 2.34059 -2.76534 1.56939  -1.13
H 3.29392 -3.19246 1.23307  0.35
H 2.15902 -3.06640 2.61054  0.36
H 1.52140 -3.14857 0.95140  0.30
C 4.19620 -0.67548 1.77398  -1.20
H 4.34684 -0.47413 2.84488  0.37
H 4.76113 -1.57551 1.49271  0.36
H 4.54459 0.19186 1.19833  0.32
Br -0.57770 3.96541 2.94088  -0.36

Entry 4:
This record from the Open Molecules 2025 dataset describes an isolated molecule of C3H6N2O in a non-equilibrium geometry. The level of theory is ωB97M-V/def2-TZVPD.

The energy relative to the best compared isomer or geometry (same formula, charge and spin) comes out at 47.1 kcal/mol. The total charge is 0. For the HOMO energy, the calculation gives -10.76 eV.

Last column: Mulliken charge in e.
Positions of all 12 atoms, in Å:
N 0.86029 -0.60252 0.95476  -0.60
C 0.17576 0.46220 0.26357  0.04
C -0.38008 -0.06573 -1.06376  -0.56
O 0.65558 -0.42833 -1.93109  -0.52
C -1.98898 1.17059 1.49862  -0.17
N -0.93096 1.00339 1.01181  -0.03
H 1.35942 -0.25122 1.76631  0.25
H 0.18200 -1.28261 1.29019  0.26
H 0.89441 1.25854 0.05241  0.32
H -1.05652 -0.90858 -0.84000  0.31
H -0.97031 0.71556 -1.54914  0.36
H 1.19940 -1.07129 -1.45367  0.35

Entry 5:
This record from the Open Molecules 2025 dataset describes a structure of composition C41H67Cl8CuO25 in a non-equilibrium geometry. The level of theory is ωB97M-V/def2-TZVPD.

As for the spin multiplicity: 2. The total charge is +1. For the HOMO energy (alpha / beta), the calculation gives -10.93 / -9.83 eV. The expectation value of S² is 0.760.

Last column: Löwdin spin population.
Positions of all 142 atoms, in Å:
Cu 0.37448 -0.08248 -0.70892  0.45
C 1.43872 -3.31800 -0.50297  0.04
O 1.14411 -2.07970 -1.08107  0.46
H 0.58938 -3.55480 0.13785  0.01
H 1.56971 -4.08054 -1.27074  0.02
H 2.36605 -3.29481 0.06940  0.00
C 1.07511 1.74065 5.53080  0.00
C 1.76673 2.03786 4.18138  0.00
C 3.18542 1.51673 4.09719  0.00
O 3.27137 0.79885 2.86951  0.00
C 1.95901 0.74301 2.40387  0.00
O 1.73913 0.21890 1.29857  0.00
O 1.09058 1.29909 3.17611  0.00
H 1.58540 2.21430 6.36947  0.00
H 1.05395 0.68440 5.79909  0.00
H 0.06072 2.12805 5.43578  0.00
H 1.74386 3.11281 4.00227  0.00
H 3.35148 0.89089 4.97403  0.00
H 3.85806 2.37441 4.10420  0.00
C -1.81584 5.80787 1.86146  0.00
C -1.04932 4.44659 2.05800  0.00
C -1.90698 3.36587 2.70251  0.00
O -1.59977 2.30798 1.85313  0.00
C -0.96240 2.63403 0.79478  0.00
O -0.66981 1.82379 -0.05808  0.00
O -0.71309 3.87343 0.80295  0.00
H -2.28970 6.20024 2.76124  0.00
H -2.52343 5.68147 1.04204  0.00
H -1.11967 6.53518 1.44376  0.00
H -0.20379 4.75528 2.67274  0.00
H -2.95024 3.68159 2.70453  0.00
H -1.58430 3.16767 3.72462  0.00
C 0.85734 -1.75266 -6.90801  0.00
C 0.59166 -0.40800 -6.18745  0.00
C -0.92459 0.07750 -6.15273  0.00
O -1.08089 0.30698 -4.75309  0.00
C 0.05533 0.09414 -4.10270  0.00
O 0.28943 0.34869 -2.92421  0.00
O 0.95808 -0.51514 -4.87633  0.00
H 0.37401 -1.76002 -7.88497  0.00
H 0.48540 -2.54671 -6.26052  0.00
H 1.91444 -1.93924 -7.09728  0.00
H 1.16735 0.34650 -6.72356  0.00
H -1.55250 -0.73821 -6.51114  0.00
H -1.05136 0.94386 -6.80191  0.00
C -0.18669 7.50865 -1.94187  0.00
C 0.87775 6.45702 -2.28220  0.00
C 1.57084 5.80152 -1.09099  0.00
O 1.36634 4.47052 -1.40037  0.00
C 0.57322 4.26956 -2.48252  0.00
O 0.15220 3.19990 -2.80612  0.00
O 0.18640 5.45839 -2.95583  0.00
H 0.14540 8.28148 -1.24865  0.00
H -1.02717 6.98411 -1.48738  0.00
H -0.50375 7.99377 -2.86503  0.00
H 1.61809 7.04286 -2.82698  0.00
H 1.18074 6.12803 -0.12698  0.00
H 2.61736 6.09180 -0.99801  0.00
C -2.73213 0.26132 4.84959  0.00
C -2.29958 -1.06226 4.21319  0.00
C -3.38972 -1.70701 3.30601  0.00
O -2.79000 -1.73529 2.07716  0.00
C -1.63704 -1.24595 2.07921  0.00
O -0.92013 -1.00457 1.13768  0.00
O -1.27651 -0.88434 3.31327  0.00
H -3.07120 1.00672 4.13020  0.00
H -2.08173 0.73973 5.58185  0.00
H -3.58067 0.05173 5.50085  0.00
H -1.98410 -1.73927 5.00706  0.00
H -4.30435 -1.11421 3.29431  0.00
H -3.49881 -2.74022 3.63565  0.00
C -5.50272 -2.80078 0.16621  0.00
C -4.60744 -2.67004 -1.05528  0.00
C -5.07126 -1.59180 -1.98919  0.00
O -3.89972 -0.90197 -2.31326  0.00
C -2.89594 -1.29382 -1.51321  0.00
O -1.74254 -0.79274 -1.42258  0.00
O -3.31914 -2.27413 -0.69910  0.00
H -6.34354 -3.37101 -0.22870  0.00
H -5.83831 -1.88539 0.65361  0.00
H -5.15819 -3.33499 1.05166  0.00
H -4.51313 -3.59731 -1.62039  0.00
H -5.73074 -0.93478 -1.42219  0.00
H -5.48661 -1.93394 -2.93710  0.00
C 6.24243 2.62326 -0.63439  0.00
C 5.01873 3.07933 -1.51645  0.00
C 4.92304 2.39513 -2.88674  0.00
O 3.77150 1.57354 -2.74000  0.00
C 3.19796 1.71310 -1.51972  0.00
O 2.20574 1.18308 -1.15692  0.00
O 3.91632 2.60903 -0.80997  0.00
H 7.22044 2.80926 -1.07823  0.00
H 6.13224 1.55172 -0.46776  0.00
H 6.10744 3.13637 0.31776  0.00
H 4.99223 4.16228 -1.63730  0.00
H 5.84184 1.83418 -3.05773  0.00
H 4.75706 3.06790 -3.72814  0.00
C 1.35976 -2.57067 4.22411  0.00
C 0.45464 -3.82530 4.66738  0.00
C 1.06441 -5.12807 4.24822  0.00
O 1.14641 -5.87911 5.41778  0.00
C 0.84158 -5.04263 6.47182  0.00
O 1.01438 -5.30768 7.65838  0.00
O 0.57458 -3.79859 6.05240  0.00
H 2.26967 -2.49949 4.81999  0.00
H 0.81461 -1.66347 4.48466  0.00
H 1.67371 -2.49938 3.18273  0.00
H -0.54743 -3.77825 4.24106  0.00
H 2.02162 -4.97931 3.74849  0.00
H 0.30683 -5.62098 3.63896  0.00
Cl -3.30919 4.26532 -1.31762  0.00
C -3.23646 3.99673 -3.08851  0.00
C -3.14438 2.44667 -3.42547  0.00
Cl -3.59476 2.21928 -5.14809  0.00
H -2.31262 4.44007 -3.46007  0.00
H -4.15226 4.50542 -3.38958  0.00
H -3.83951 1.93624 -2.75886  0.00
H -2.15402 2.00371 -3.32013  0.00
Cl -2.29690 -5.00052 2.47529  0.00
C -2.07755 -5.06964 0.70184  0.00
C -3.16751 -5.91161 0.10305  0.00
Cl -3.38288 -5.74408 -1.69175  0.00
H -1.20184 -5.69651 0.53375  0.00
H -1.94762 -4.09047 0.24092  0.00
H -4.13734 -5.77235 0.58069  0.00
H -3.04639 -6.99061 0.19893  0.00
Cl 5.76718 -4.05410 0.57823  0.00
C 5.94115 -2.47428 1.28077  0.00
C 5.01823 -1.55600 0.44687  0.00
Cl 5.54595 -1.37325 -1.24769  0.00
H 6.99753 -2.23413 1.40118  0.00
H 5.57056 -2.57460 2.30092  0.00
H 4.89391 -0.52664 0.78310  0.00
H 3.97472 -1.87013 0.42396  0.00
Cl 1.24854 -5.51494 -4.42934  0.00
C -0.46106 -5.02019 -4.50932  0.00
C -0.78899 -3.74029 -3.80150  0.00
Cl -2.33192 -3.16735 -4.48569  0.00
H -0.96631 -5.87813 -4.06575  0.00
H -0.67137 -5.01469 -5.57883  0.00
H 0.00681 -3.00113 -3.89336  0.00
H -0.87953 -3.90263 -2.72746  0.00

Entry 6:
This record from the Open Molecules 2025 dataset describes a structure of composition C23H16AsO5V in a non-equilibrium geometry. The level of theory is ωB97M-V/def2-TZVPD.

The energy relative to the best compared isomer or geometry (same formula, charge and spin) comes out at 40.0 kcal/mol. As for the spin multiplicity: 3. The total charge is +2. For the HOMO energy (alpha / beta), the calculation gives -15.10 / -15.10 eV. The expectation value of S² is 2.049.

Last column: Löwdin spin population.
Positions of all 46 atoms, in Å:
O 0.16898 3.71482 -4.40240  0.00
C -0.11203 2.94600 -3.61766  0.00
V 0.18537 -0.05920 0.38395  1.57
O -0.73829 2.57545 1.50179  0.13
C -0.34518 1.53797 1.10414  0.06
C -0.48199 -3.48325 0.13098  0.00
O -1.27189 -4.13440 -0.37638  0.00
C 2.14715 0.29901 0.15948  0.04
O 3.27806 -0.00394 0.34636  0.07
C -1.54068 -0.29312 -0.45502  0.04
O -2.70761 -0.41364 -0.66837  0.06
H 1.42011 1.11145 -0.39348  0.02
C -0.22671 1.66429 6.32091  0.00
C 0.73783 1.84644 5.32741  0.00
C 0.76043 1.02386 4.19643  0.00
C -0.16370 -0.02332 4.07956  0.01
C -1.15737 -0.18947 5.05684  0.00
C -1.18535 0.66318 6.17023  0.00
As -0.03261 -1.20654 2.45686  0.00
C 1.61020 -2.26759 2.93620  0.01
C 2.32116 -2.86546 1.89300  0.00
C 3.55856 -3.47214 2.14996  0.00
C 4.07483 -3.48047 3.45215  0.00
C 3.35062 -2.90220 4.49969  0.00
C 2.10604 -2.30305 4.24182  0.00
C -1.62672 -2.41485 2.74865  -0.01
C -1.46803 -3.79547 2.88655  0.00
C -2.59211 -4.62804 2.91785  0.00
C -3.87390 -4.07716 2.82034  0.00
C -4.03531 -2.69674 2.69395  0.00
C -2.90680 -1.86142 2.67182  0.00
H -0.23452 2.30211 7.20158  0.00
H 1.48242 2.63478 5.42800  0.00
H 1.50371 1.18766 3.41983  0.00
H -1.90131 -0.98126 4.95951  0.00
H -1.96620 0.52818 6.92527  0.00
H 1.90930 -2.86706 0.87988  0.00
H 4.11019 -3.94712 1.33132  0.00
H 5.03747 -3.95276 3.65084  0.00
H 3.74138 -2.92322 5.52027  0.00
H 1.52152 -1.86972 5.05980  0.00
H -0.46080 -4.21592 2.93908  0.00
H -2.45701 -5.70923 2.99203  0.00
H -4.74540 -4.72829 2.84898  0.00
H -5.03450 -2.25972 2.60289  0.00
H -3.04418 -0.77818 2.58768  0.00